(1)
A molecular structure, C21H19BeCl5N3OTe, computed with ωB97M-V/def2-TZVPD.

Structure (XYZ):
```
51
C21H19BeCl5N3OTe, DFT ωB97M-V/def2-TZVPD
Be 1.32 -1.43 1.24
Cl 3.70 -3.66 -0.52
C 3.99 -2.06 0.04
C 2.98 -1.39 0.71
C 3.28 -0.10 1.12
Cl 1.92 0.71 1.86
C 4.50 0.54 0.95
Cl 4.76 2.14 1.52
C 5.49 -0.17 0.27
Cl 7.02 0.57 0.00
C 5.24 -1.46 -0.19
Cl 6.45 -2.31 -1.06
C 2.64 -2.35 4.29
Te 0.70 -1.90 3.52
C -0.07 -3.88 3.80
H 2.93 -3.34 3.95
H 2.59 -2.32 5.38
H 3.35 -1.62 3.93
H -0.28 -4.03 4.85
H 0.65 -4.61 3.45
H -0.99 -3.97 3.23
C -3.71 3.99 1.03
C -3.29 3.34 -0.26
C -1.96 3.31 -0.66
C -1.57 2.72 -1.85
C -2.52 2.10 -2.66
N -2.18 1.45 -3.87
C -1.07 0.74 -4.23
O -0.74 0.57 -5.38
N -0.27 0.19 -3.20
C -0.64 -0.47 -2.04
C -1.94 -0.93 -1.79
C -2.22 -1.52 -0.58
C -1.21 -1.68 0.36
N 0.04 -1.30 0.10
C 0.32 -0.72 -1.07
C -3.86 2.15 -2.29
C -4.23 2.76 -1.10
H -2.85 4.34 1.59
H -4.27 3.29 1.65
H -4.36 4.85 0.84
H -1.20 3.78 -0.04
H -0.53 2.75 -2.16
H -2.78 1.64 -4.66
H 0.70 0.11 -3.48
H -2.70 -0.86 -2.55
H -3.22 -1.87 -0.35
H -1.40 -2.14 1.31
H 1.36 -0.44 -1.24
H -4.61 1.70 -2.93
H -5.28 2.79 -0.83
```

Computed properties:
Highest occupied orbital energy in eV: -11.1
Lowest unoccupied orbital energy in eV: -3.23
Charge: +1
Energy in eV: -98906.448

***

(2)
A single C21H19BrN2O5 molecule, computed with ωB97M-V/def2-TZVPD.

Structure (XYZ):
```
48
C21H19BrN2O5, DFT ωB97M-V/def2-TZVPD
C -2.40 3.11 0.57
H -2.20 3.92 -0.13
H -1.47 2.80 1.07
H -3.14 3.42 1.31
O -2.88 1.98 -0.15
C -4.18 1.70 -0.09
O -5.01 2.36 0.48
C -4.47 0.39 -0.83
O -4.12 -0.73 -0.03
C -2.86 -0.70 0.52
C -2.71 -0.32 1.85
C -1.45 -0.25 2.42
C -0.32 -0.56 1.68
C -0.47 -0.99 0.36
C -1.73 -1.05 -0.20
Br -1.90 -1.63 -2.00
H 0.39 -1.26 -0.23
C 1.07 -0.40 2.26
N 1.70 -1.68 2.51
C 2.58 -2.30 1.69
O 2.96 -3.44 1.83
N 3.08 -1.50 0.67
C 2.81 -0.16 0.52
C 1.91 0.45 1.32
C 1.57 1.87 1.36
O 0.51 2.24 1.86
C 2.56 2.89 0.84
H 3.58 2.54 0.94
H 2.36 3.10 -0.21
H 2.42 3.81 1.40
C 3.53 0.46 -0.61
C 4.92 0.43 -0.66
C 5.59 0.96 -1.75
C 4.87 1.51 -2.80
C 3.49 1.52 -2.76
C 2.82 1.00 -1.67
H 1.74 1.00 -1.64
H 2.92 1.93 -3.59
H 5.39 1.92 -3.66
H 6.67 0.95 -1.78
H 5.48 0.01 0.16
H 3.75 -1.94 0.05
H 1.29 -2.26 3.22
H 0.97 0.13 3.22
H -1.35 0.08 3.44
H -3.59 -0.06 2.41
H -5.54 0.30 -1.01
H -3.92 0.39 -1.78
```

Computed properties:
Highest occupied orbital energy in eV: -8.9
Energy above the lowest of the compared OMol25 structures with the same formula, charge and spin in kJ/mol: 0.00
Lowest unoccupied orbital energy in eV: -0.14
Energy in eV: -105346.250

***

(3)
A molecular structure, C21H19Cl2CrNO2PS2, computed with ωB97M-V/def2-TZVPD.

Structure (XYZ):
```
49
C21H19Cl2CrNO2PS2, DFT ωB97M-V/def2-TZVPD
Cr -0.05 -0.14 -1.20
Cl -1.06 0.40 -3.93
C -1.99 1.61 -3.05
Cl -1.04 2.17 -1.62
H -2.91 1.17 -2.68
H -2.15 2.48 -3.68
O -4.19 -0.23 -1.50
S -3.47 -0.72 -0.37
O -3.48 0.02 0.85
N -1.88 -0.97 -0.83
C -1.50 -2.23 -0.72
S 0.14 -2.55 -1.03
C -2.57 -3.15 -0.30
C -2.52 -4.52 -0.13
C -3.69 -5.16 0.26
C -4.87 -4.45 0.48
C -4.92 -3.07 0.31
C -3.75 -2.45 -0.09
H -1.61 -5.06 -0.30
H -3.69 -6.23 0.41
H -5.76 -4.98 0.78
H -5.83 -2.51 0.48
C 3.72 -0.24 -0.85
P 2.17 0.63 -0.48
C 1.74 0.24 1.23
C 2.44 -0.68 2.01
C 1.95 -1.05 3.25
C 0.75 -0.53 3.72
C 0.05 0.39 2.95
C 0.54 0.78 1.72
C 2.55 2.40 -0.55
C 2.47 3.03 -1.79
C 2.79 4.38 -1.90
C 3.17 5.09 -0.78
C 3.24 4.47 0.46
C 2.93 3.12 0.58
H 4.50 0.06 -0.15
H 4.03 0.03 -1.86
H 3.56 -1.31 -0.81
H 3.37 -1.11 1.65
H 2.50 -1.77 3.85
H 0.37 -0.84 4.68
H -0.89 0.80 3.31
H -0.01 1.52 1.15
H 2.17 2.48 -2.67
H 2.74 4.87 -2.87
H 3.41 6.15 -0.86
H 3.53 5.03 1.34
H 2.98 2.63 1.54
```

Computed properties:
Highest occupied orbital energy (spin up / spin down) in eV: -11.8 / -11.9
Energy above the lowest of the compared OMol25 structures with the same formula, charge and spin in kJ/mol: 3.70
Spin multiplicity: 5
Lowest unoccupied orbital energy (spin up / spin down) in eV: -3.45 / -3.47
Charge: +1
Energy in eV: -112091.465

***

(4)
A molecular structure, C21H19CrN6O3S2, computed with ωB97M-V/def2-TZVPD.

Structure (XYZ):
```
52
C21H19CrN6O3S2, DFT ωB97M-V/def2-TZVPD
Cr -0.06 0.48 -0.25
O 3.60 -3.13 -1.94
C 2.48 -3.38 -2.64
C 2.56 -4.33 -3.66
C 1.46 -4.62 -4.43
C 0.23 -3.99 -4.21
C 0.14 -3.06 -3.19
C 1.25 -2.75 -2.39
C 1.07 -1.74 -1.34
O -0.13 -1.35 -1.05
N 2.15 -1.28 -0.70
N 1.68 -0.37 0.21
C 2.21 -0.16 1.35
C 1.30 0.52 2.27
C 1.64 0.88 3.56
C 0.66 1.43 4.38
C -0.63 1.58 3.88
C -0.89 1.21 2.58
N 0.05 0.69 1.79
H 3.42 -2.38 -1.33
H 3.52 -4.81 -3.83
H 1.55 -5.35 -5.22
H -0.63 -4.22 -4.82
H -0.79 -2.56 -2.97
H 3.16 -0.61 1.65
H 2.65 0.74 3.91
H 0.89 1.72 5.39
H -1.42 1.99 4.49
H -1.87 1.34 2.13
S 0.18 2.83 -0.14
C -1.53 2.86 -0.41
S -2.25 1.27 -0.54
C -2.26 4.01 -0.48
C -1.63 5.30 -0.37
N -1.12 6.33 -0.28
C -3.68 3.95 -0.69
N -4.81 3.88 -0.86
C 0.98 2.62 -5.23
N 0.32 1.88 -4.16
C -1.07 1.47 -4.36
C 0.96 1.52 -3.05
C 2.38 1.96 -2.86
O 0.40 0.82 -2.20
H 0.27 2.74 -6.04
H 1.85 2.09 -5.61
H 1.28 3.61 -4.89
H -1.13 0.69 -5.13
H -1.65 2.33 -4.69
H -1.48 1.10 -3.43
H 3.04 1.42 -3.55
H 2.68 1.74 -1.84
H 2.50 3.03 -3.05
```

Computed properties:
Highest occupied orbital energy (spin up / spin down) in eV: -7.9 / -7.9
Spin multiplicity: 2
Lowest unoccupied orbital energy (spin up / spin down) in eV: -1.36 / -1.31
Energy in eV: -87260.517

***

no.,strongest force on any atom (Eh/bohr),molecular weight (g/mol)
1,0.018,643.3
2,0.014,459.3
3,0.003,535.4
4,0.024,519.6